# 1
# C4H8

A 2-piece molecular cluster, C4H8 overall (ωB97M-V/def2-TZVPD, OMol25).

Calculated values
HOMO-LUMO gap (spin up / spin down): 2.636 / 7.130 eV
HOMO energy (spin up / spin down): 1.58 / -3.07 eV
energy relative to the best compared isomer or geometry (same formula, charge and spin): 1.604 eV
<S²>: 0.7523
LUMO energy (spin up / spin down): 4.21 / 4.06 eV

```
! RIJCOSX wB97M-V def2-TZVPD def2/J DEFGRID3
* xyz -1 2
C -0.192 -1.674 2.378
C 0.591 -1.212 1.411
H -0.569 -0.983 3.124
H -0.481 -2.715 2.440
H 0.924 -0.187 1.463
H 0.880 -1.802 0.551
C 0.312 1.112 -2.252
C -0.698 1.743 -1.506
H 1.352 1.406 -2.187
H 0.031 0.434 -3.051
H -0.491 2.500 -0.758
H -1.741 1.612 -1.772
*
```



# 2
# C24H23KN6O7S

C24H23KN6O7S as an isolated structure (ωB97M-V/def2-TZVPD, OMol25).

Calculated values
HOMO-LUMO gap: 6.646 eV
HOMO energy: -2.63 eV
energy relative to the best compared isomer or geometry (same formula, charge and spin): 0.147 eV
LUMO energy: 4.02 eV

```
! RIJCOSX wB97M-V def2-TZVPD def2/J DEFGRID3
* xyz -2 1
K -0.293 0.341 0.115
C 0.166 5.108 -4.356
C 0.096 3.665 -4.673
N 0.515 3.102 -5.768
N 0.227 1.778 -5.571
C -0.340 1.505 -4.380
S -0.839 0.031 -3.770
N -0.418 2.737 -3.808
N -1.019 3.069 -2.589
H 0.543 5.641 -5.227
H 0.821 5.256 -3.495
H -0.828 5.474 -4.092
H 0.464 1.083 -6.253
H -1.517 2.245 -2.250
H -0.269 3.314 -1.929
O -4.644 0.731 0.050
C -3.490 0.389 -0.258
O -2.487 1.103 -0.497
C -3.267 -1.145 -0.341
C -4.371 -1.997 -0.301
C -4.173 -3.362 -0.371
C -2.875 -3.849 -0.465
C -1.836 -2.933 -0.487
N -2.023 -1.616 -0.435
H -5.349 -1.545 -0.209
H -5.017 -4.043 -0.350
H -2.665 -4.910 -0.515
H -0.802 -3.264 -0.545
O 2.776 5.464 -0.329
C 1.822 4.711 -0.607
O 1.554 4.145 -1.691
C 0.855 4.411 0.562
C 1.039 5.034 1.795
C 0.125 4.803 2.808
C -0.956 3.968 2.561
C -1.061 3.385 1.308
N -0.168 3.588 0.338
H 1.896 5.683 1.907
H 0.247 5.271 3.779
H -1.702 3.760 3.317
H -1.886 2.726 1.049
C 3.705 -6.642 1.066
O 3.379 -5.480 0.347
C 2.714 -4.479 1.026
C 2.261 -4.646 2.352
C 1.604 -3.581 2.930
C 1.344 -2.370 2.277
C 0.614 -1.330 2.997
C 0.431 -1.470 4.507
O 0.116 -0.339 2.476
C 1.804 -2.190 0.902
O 1.628 -1.150 0.227
C 2.512 -3.315 0.341
H 4.285 -7.269 0.390
H 2.813 -7.194 1.380
H 4.308 -6.418 1.952
H 2.403 -5.564 2.902
H 1.250 -3.711 3.946
H 1.344 -1.777 5.018
H -0.341 -2.212 4.726
H 0.098 -0.506 4.883
H 2.875 -3.216 -0.674
*
```



# 3
# C31H42BIrN7O8

C31H42BIrN7O8 as an isolated structure (ωB97M-V/def2-TZVPD, OMol25).

Calculated values
HOMO-LUMO gap (spin up / spin down): 7.372 / 4.733 eV
HOMO energy (spin up / spin down): -13.22 / -13.22 eV
energy relative to the best compared isomer or geometry (same formula, charge and spin): 0.387 eV
<S²>: 0.7540
LUMO energy (spin up / spin down): -5.85 / -8.49 eV

```
! RIJCOSX wB97M-V def2-TZVPD def2/J DEFGRID3
* xyz 2 2
Ir -0.519 0.219 0.904
C 4.269 0.479 1.328
C 3.625 -0.258 0.165
C 4.440 -1.475 -0.214
O 2.310 -0.710 0.646
B 1.407 0.193 0.203
O 1.889 1.122 -0.668
C 3.248 0.677 -1.032
C 4.128 1.898 -1.184
C 3.111 -0.059 -2.354
H 4.355 -0.203 2.173
H 3.672 1.341 1.634
H 5.269 0.827 1.072
H 4.646 -2.069 0.676
H 5.395 -1.173 -0.645
H 3.917 -2.102 -0.934
H 4.110 2.526 -0.296
H 3.799 2.487 -2.040
H 5.161 1.598 -1.368
H 2.451 -0.923 -2.261
H 4.080 -0.403 -2.714
H 2.692 0.617 -3.098
O -2.841 -0.184 1.332
C -2.926 -0.148 0.099
O -1.829 0.097 -0.608
C -4.170 -0.373 -0.658
C -4.134 -0.608 -2.032
C -5.313 -0.830 -2.720
C -6.501 -0.792 -2.012
C -6.564 -0.553 -0.652
C -5.379 -0.350 0.033
N -7.769 -1.031 -2.748
O -7.673 -1.367 -3.907
O -8.798 -0.883 -2.130
H -3.189 -0.607 -2.557
H -5.331 -1.024 -3.782
H -7.524 -0.529 -0.157
H -5.383 -0.175 1.099
C 1.842 -0.020 4.856
N 0.570 0.719 4.870
C 0.095 1.274 6.144
C -0.105 0.885 3.758
C -1.371 1.676 3.768
O 0.393 0.348 2.696
H 2.422 0.280 5.723
H 2.390 0.204 3.947
H 1.661 -1.094 4.903
H 0.735 0.905 6.938
H -0.925 0.956 6.350
H 0.140 2.363 6.134
H -1.172 2.697 4.098
H -2.081 1.238 4.470
H -1.834 1.693 2.787
C 1.270 3.666 1.167
C 0.165 3.178 0.308
C -0.161 3.876 -0.953
O -0.517 2.197 0.654
H 2.120 3.950 0.546
H 1.560 2.922 1.906
H 0.927 4.575 1.672
H -0.053 4.955 -0.847
H -1.147 3.605 -1.319
H 0.593 3.546 -1.679
C -0.375 -2.396 -1.442
C -0.514 -2.665 0.014
N -0.472 -1.780 1.014
C -0.509 -2.482 2.209
C -0.585 -3.796 1.920
N -0.588 -3.892 0.546
C -0.713 -5.171 -0.167
N -1.921 -5.820 0.193
N -1.866 -6.887 1.053
N -3.044 -7.266 1.320
C -3.943 -6.450 0.652
C -5.338 -6.472 0.627
C -5.964 -5.514 -0.138
C -5.228 -4.557 -0.864
C -3.849 -4.525 -0.848
C -3.224 -5.503 -0.073
H -0.338 -1.329 -1.630
H -1.210 -2.812 -2.006
H 0.545 -2.851 -1.813
H -0.479 -1.987 3.160
H -0.650 -4.668 2.549
H 0.103 -5.823 0.138
H -0.651 -4.983 -1.237
H -5.891 -7.216 1.183
H -7.044 -5.495 -0.196
H -5.763 -3.830 -1.463
H -3.301 -3.791 -1.426
*
```



Repeat the second record exactly.
# C24H23KN6O7S

C24H23KN6O7S as an isolated structure (ωB97M-V/def2-TZVPD, OMol25).

Calculated values
HOMO-LUMO gap: 6.646 eV
HOMO energy: -2.63 eV
energy relative to the best compared isomer or geometry (same formula, charge and spin): 0.147 eV
LUMO energy: 4.02 eV

```
! RIJCOSX wB97M-V def2-TZVPD def2/J DEFGRID3
* xyz -2 1
K -0.293 0.341 0.115
C 0.166 5.108 -4.356
C 0.096 3.665 -4.673
N 0.515 3.102 -5.768
N 0.227 1.778 -5.571
C -0.340 1.505 -4.380
S -0.839 0.031 -3.770
N -0.418 2.737 -3.808
N -1.019 3.069 -2.589
H 0.543 5.641 -5.227
H 0.821 5.256 -3.495
H -0.828 5.474 -4.092
H 0.464 1.083 -6.253
H -1.517 2.245 -2.250
H -0.269 3.314 -1.929
O -4.644 0.731 0.050
C -3.490 0.389 -0.258
O -2.487 1.103 -0.497
C -3.267 -1.145 -0.341
C -4.371 -1.997 -0.301
C -4.173 -3.362 -0.371
C -2.875 -3.849 -0.465
C -1.836 -2.933 -0.487
N -2.023 -1.616 -0.435
H -5.349 -1.545 -0.209
H -5.017 -4.043 -0.350
H -2.665 -4.910 -0.515
H -0.802 -3.264 -0.545
O 2.776 5.464 -0.329
C 1.822 4.711 -0.607
O 1.554 4.145 -1.691
C 0.855 4.411 0.562
C 1.039 5.034 1.795
C 0.125 4.803 2.808
C -0.956 3.968 2.561
C -1.061 3.385 1.308
N -0.168 3.588 0.338
H 1.896 5.683 1.907
H 0.247 5.271 3.779
H -1.702 3.760 3.317
H -1.886 2.726 1.049
C 3.705 -6.642 1.066
O 3.379 -5.480 0.347
C 2.714 -4.479 1.026
C 2.261 -4.646 2.352
C 1.604 -3.581 2.930
C 1.344 -2.370 2.277
C 0.614 -1.330 2.997
C 0.431 -1.470 4.507
O 0.116 -0.339 2.476
C 1.804 -2.190 0.902
O 1.628 -1.150 0.227
C 2.512 -3.315 0.341
H 4.285 -7.269 0.390
H 2.813 -7.194 1.380
H 4.308 -6.418 1.952
H 2.403 -5.564 2.902
H 1.250 -3.711 3.946
H 1.344 -1.777 5.018
H -0.341 -2.212 4.726
H 0.098 -0.506 4.883
H 2.875 -3.216 -0.674
*
```



Which of these has the highest energy relative to the best compared isomer or geometry (same formula, charge and spin)?
C4H8